Entry 1:
Computed, not measured: one molecule with the formula C10H12IN, with the ωB97M-V functional and the def2-TZVPD basis.

Structure (ORCA input):
```
! wB97M-V def2-TZVPD RIJCOSX def2/J DEFGRID3
* xyz 0 1
C 0.826 -3.187 -1.017
C -0.514 -2.914 -0.940
C 1.622 -2.088 -0.769
C -1.087 -1.599 -0.810
C 1.138 -0.845 -0.416
C -0.215 -0.639 -0.358
C 1.926 0.336 -0.281
C 0.792 1.422 0.077
C 1.010 2.368 1.335
C -1.553 1.438 -0.637
N -0.510 0.685 0.043
I 2.928 0.986 -2.128
H 1.172 -4.183 -1.046
H -1.183 -3.745 -0.915
H 2.653 -2.241 -0.591
H -2.162 -1.520 -0.767
H 2.763 0.211 0.399
H 0.699 2.131 -0.775
H 0.014 2.606 1.637
H 1.448 3.272 0.976
H 1.576 1.903 2.197
H -1.206 1.540 -1.662
H -2.470 0.852 -0.599
H -1.972 2.395 -0.275
*
```

Results
HOMO energy   -7.98 eV
Structure (SMILES)   C[C@H]1[C@H](I)c2ccccc2N1C
Kohn-Sham gap   0.2978 Ha
Calculated total energy   -20154.2621 eV

***

Entry 2:
Computed, not measured: C30H40FN4O9Sb2Ta as an isolated structure, with the ωB97M-V functional and the def2-TZVPD basis.

Structure (ORCA input):
```
! wB97M-V def2-TZVPD RIJCOSX def2/J DEFGRID3
* xyz 2 1
Ta -0.575 0.030 -0.158
O -1.991 -1.878 -0.913
C -2.337 -2.833 0.121
C -2.995 -2.104 1.264
N -2.081 -1.132 1.878
C -2.772 0.066 2.341
C -2.781 1.129 1.241
O -2.957 2.288 1.391
O -2.455 0.540 0.011
C -1.090 -1.740 2.744
C 0.260 -1.909 2.056
O 1.231 -2.339 2.600
O 0.273 -1.514 0.764
H -2.812 -1.555 -1.303
H -1.403 -3.314 0.402
H -2.997 -3.595 -0.297
H -3.355 -2.825 2.008
H -3.867 -1.567 0.889
H -2.270 0.502 3.205
H -3.806 -0.139 2.633
H -1.396 -2.739 3.075
H -0.936 -1.154 3.651
C 0.623 2.813 -3.156
Sb -0.990 1.675 -2.436
C -2.494 3.107 -2.092
C -1.683 0.765 -4.236
C -0.559 0.404 -5.166
C -0.177 1.332 -6.134
C 0.849 1.067 -7.026
C 1.502 -0.155 -6.968
C 1.120 -1.091 -6.022
C 0.099 -0.830 -5.110
C -0.261 -1.893 -4.111
Sb 0.638 -1.564 -2.209
C 0.972 -3.540 -1.563
C 2.569 -0.975 -2.785
H 0.281 3.356 -4.035
H 1.452 2.166 -3.431
H 0.947 3.520 -2.395
H -2.359 3.920 -2.803
H -2.439 3.477 -1.069
H -3.464 2.636 -2.243
H -2.319 1.532 -4.681
H -2.329 -0.076 -3.981
H -0.709 2.273 -6.203
H 1.119 1.799 -7.773
H 2.292 -0.386 -7.668
H 1.615 -2.054 -6.001
H 0.152 -2.854 -4.421
H -1.335 -2.029 -3.983
H 1.734 -3.967 -2.214
H 0.056 -4.122 -1.654
H 1.319 -3.545 -0.533
H 2.939 -1.698 -3.511
H 3.214 -0.968 -1.909
H 2.559 0.014 -3.236
C 4.618 -0.765 4.970
C 3.714 -0.231 3.908
C 2.498 0.381 4.215
C 1.705 0.877 3.213
N 2.090 0.774 1.928
C 3.259 0.201 1.594
C 4.078 -0.316 2.564
H 4.121 -0.820 5.936
H 5.486 -0.109 5.066
H 4.982 -1.754 4.697
H 2.167 0.474 5.240
H 0.760 1.370 3.388
H 3.488 0.179 0.540
H 5.010 -0.778 2.270
F -0.965 5.190 3.945
C 0.207 4.723 3.546
C 0.368 4.143 2.358
N 1.611 3.668 1.945
C 1.733 2.913 0.717
C 1.305 1.451 0.845
O 1.391 0.768 -0.329
O -0.078 1.345 1.195
C 2.742 3.775 2.745
O 3.808 3.293 2.426
N 2.538 4.422 3.939
C 1.333 4.886 4.479
O 1.262 5.343 5.585
H -0.454 4.025 1.666
H 2.773 2.951 0.393
H 1.108 3.363 -0.056
H 3.359 4.540 4.521
*
```

Results
HOMO energy   -13.63 eV
Kohn-Sham gap   0.2745 Ha
Calculated total energy   -73481.8985 eV

***

Entry 3:
Computed, not measured: C8H24Be2O12Ti as an isolated structure, with the ωB97M-V functional and the def2-TZVPD basis.

Structure (ORCA input):
```
! wB97M-V def2-TZVPD RIJCOSX def2/J DEFGRID3
* xyz 1 4
Ti -1.875 1.634 1.833
Be -1.562 -2.410 2.054
Be 1.891 0.259 2.356
C -0.390 -0.245 0.449
O 0.342 -1.206 0.735
O -1.615 -0.291 0.474
O 0.141 0.823 0.486
C -0.793 -0.352 3.947
O -0.413 0.799 3.759
O -1.954 -0.665 3.766
O 0.018 -1.225 3.590
C 2.957 -1.541 -2.184
O 2.829 -0.622 -1.159
H 3.090 -1.021 -3.132
H 3.752 -2.259 -1.980
H 1.995 -2.054 -2.186
H 1.986 -0.761 -0.721
C 1.448 3.887 3.177
O 1.267 2.876 2.214
H 0.581 4.518 3.375
H 1.932 3.572 4.101
H 2.170 4.628 2.833
H 1.178 3.194 1.313
C 2.726 2.612 -1.813
O 1.863 2.961 -0.755
H 2.186 2.129 -2.627
H 3.107 3.510 -2.299
H 3.646 2.054 -1.642
H 1.142 2.346 -0.604
C -4.966 0.378 -0.443
O -4.570 -0.711 -1.180
H -4.159 1.110 -0.475
H -5.847 0.855 -0.872
H -5.212 0.189 0.602
H -3.703 -0.523 -1.546
C 0.977 -4.363 0.412
O -0.419 -4.028 0.288
H 1.531 -3.429 0.515
H 1.044 -4.722 1.439
H 1.327 -5.146 -0.261
H -0.583 -4.017 -0.658
C -1.484 -0.650 -3.188
O -1.886 0.435 -2.312
H -1.590 -0.307 -4.217
H -0.433 -0.906 -3.050
H -2.071 -1.547 -2.995
H -1.599 0.230 -1.420
*
```

Results
HOMO energy (alpha / beta)   -10.59 / -12.34 eV
⟨S²⟩   3.83
Kohn-Sham gap (alpha / beta)   0.1185 / 0.1916 Ha
Calculated total energy   -57153.8104 eV

***

Entry 4:
Computed, not measured: an isolated ion of composition C4H11N2 and charge +1, with the ωB97M-V functional and the def2-TZVPD basis.

Structure (ORCA input):
```
! wB97M-V def2-TZVPD RIJCOSX def2/J DEFGRID3
* xyz 1 1
C -0.403 -1.425 -0.519
C -1.385 -0.376 -0.037
C -0.790 1.033 -0.239
C 1.237 2.266 0.218
N 0.477 1.246 0.362
N 0.841 -1.585 0.467
H 0.154 -1.341 -1.462
H -0.897 -2.400 -0.408
H -2.203 -0.388 -0.750
H -1.484 -0.548 1.053
H -0.861 1.310 -1.298
H -1.546 1.680 0.236
H 1.542 2.834 -0.660
H 1.973 2.322 1.021
H 1.537 -2.255 0.150
H 1.235 -0.620 0.434
H 0.574 -1.752 1.432
*
```

Results
HOMO energy   -13.43 eV
Structure (SMILES)   C=NCCC[NH3+]
Kohn-Sham gap   0.3708 Ha
Calculated total energy   -7298.5320 eV

***

Max |F|, respectively: 0.0545 0.0419 0.1892 0.0601 Eh/bohr.